# 1
The following is a quantum chemistry calculation of 9 unconnected molecules or ions with the total composition C36H60O18 at a distorted geometry, from OMol25.

The geometry in XYZ format:
```
114
Properties=species:S:1:pos:R:3:mulliken_charge:R:1
C 2.228 0.178 1.705 0.43
C 3.734 0.295 1.594 -0.78
O 4.223 1.483 2.207 -0.40
C 4.210 2.571 1.430 0.73
C 4.583 3.828 2.148 -1.27
O 3.903 2.540 0.264 -0.26
H 1.874 0.087 2.737 0.38
H 1.902 -0.729 1.187 -0.09
H 1.710 1.017 1.235 -0.62
H 4.203 -0.568 2.062 0.45
H 3.997 0.243 0.535 0.23
H 5.660 3.921 2.301 0.40
H 4.113 3.887 3.126 0.32
H 4.305 4.637 1.479 0.28
C -6.606 -0.364 -0.333 -1.48
C -5.269 -0.267 -1.026 0.83
O -5.079 1.097 -1.450 -0.36
C -3.983 1.356 -2.153 0.83
C -3.929 2.790 -2.633 -1.14
O -3.115 0.546 -2.384 -0.54
H -6.646 0.353 0.486 0.29
H -6.697 -1.366 0.094 0.37
H -7.458 -0.234 -1.000 0.41
H -4.485 -0.501 -0.306 -0.56
H -5.163 -0.937 -1.879 0.47
H -2.886 3.086 -2.698 0.29
H -4.441 3.446 -1.930 0.34
H -4.414 2.854 -3.605 0.36
C 0.493 -3.502 2.544 -0.37
C -0.814 -3.558 3.312 -0.53
O -1.828 -2.938 2.508 0.04
C -3.072 -3.436 2.599 0.20
C -3.994 -2.862 1.550 -0.34
O -3.412 -4.231 3.435 -0.63
H 0.372 -3.900 1.537 -0.18
H 1.270 -4.027 3.093 0.56
H 0.787 -2.454 2.413 -0.18
H -1.102 -4.585 3.528 0.46
H -0.725 -3.006 4.249 0.23
H -3.524 -1.979 1.121 -0.29
H -4.920 -2.518 2.010 0.40
H -4.199 -3.642 0.824 0.41
O -2.261 -3.631 -1.097 -0.58
C -1.227 -4.230 -1.139 0.15
C -0.089 -4.042 -2.107 0.37
C 1.087 -4.691 -1.371 -0.09
C 0.356 -5.789 -0.597 -0.86
O -0.935 -5.244 -0.283 -0.35
H -0.290 -4.588 -3.033 0.40
H 0.078 -2.998 -2.361 -0.14
H 1.870 -5.102 -2.003 0.37
H 1.545 -3.960 -0.701 0.14
H 0.241 -6.677 -1.222 0.36
H 0.858 -6.075 0.325 0.40
O 4.293 0.059 -2.293 -0.58
C 4.059 1.224 -2.422 0.15
C 2.710 1.893 -2.267 1.07
C 2.935 3.276 -2.865 -0.49
C 4.433 3.468 -2.588 -0.27
O 4.993 2.150 -2.761 -0.45
H 1.963 1.313 -2.803 0.67
H 2.466 1.889 -1.206 -1.03
H 2.777 3.264 -3.944 0.29
H 2.323 4.067 -2.434 0.28
H 4.910 4.142 -3.295 0.50
H 4.608 3.810 -1.568 -0.07
O 2.171 6.061 -0.794 -0.58
C 1.742 5.496 0.161 0.41
C 0.788 4.321 0.180 0.63
C 0.746 3.887 1.653 0.44
C 1.388 5.082 2.390 -0.74
O 2.121 5.835 1.431 -0.41
H -0.194 4.654 -0.149 0.48
H 1.201 3.586 -0.509 -0.71
H -0.296 3.788 1.965 0.30
H 1.210 2.925 1.863 -0.33
H 0.609 5.654 2.891 0.28
H 2.091 4.690 3.122 0.35
O -4.605 1.388 2.212 -0.54
C -3.863 1.394 3.151 0.63
C -3.520 0.235 4.068 0.07
C -2.168 0.701 4.663 -0.04
C -2.329 2.219 4.630 -0.50
O -3.202 2.512 3.544 -0.39
H -4.250 0.163 4.875 0.52
H -3.404 -0.713 3.554 -0.52
H -1.985 0.363 5.682 0.48
H -1.381 0.269 4.042 -0.29
H -2.750 2.540 5.589 0.30
H -1.396 2.770 4.518 0.30
O 3.638 -4.612 -3.123 -0.66
C 3.179 -3.846 -3.917 0.42
C 2.757 -2.397 -3.708 0.85
C 2.147 -2.008 -5.063 -0.48
C 2.734 -3.030 -6.013 -0.52
O 2.946 -4.211 -5.203 -0.41
H 2.029 -2.309 -2.910 -0.53
H 3.655 -1.824 -3.487 0.18
H 1.058 -2.009 -5.021 0.22
H 2.429 -0.992 -5.349 0.27
H 2.096 -3.312 -6.847 0.34
H 3.703 -2.744 -6.427 0.27
O 0.529 -0.599 -2.074 -0.55
C -0.154 -0.188 -1.177 -0.37
C -0.956 -0.960 -0.178 1.00
C -1.143 0.017 0.980 1.92
C -1.056 1.366 0.237 0.04
O -0.206 1.138 -0.885 -0.09
H -1.924 -1.230 -0.610 0.36
H -0.520 -1.895 0.166 -0.53
H -2.102 -0.145 1.471 -0.69
H -0.373 -0.022 1.745 -0.35
H -2.030 1.710 -0.119 0.26
H -0.667 2.143 0.897 -1.05
```

For the HOMO energy, the calculation gives -9.781 eV. The HOMO-LUMO gap is 9.9 eV. Its strongest force on any atom is 1.38 eV/A. Its structure (SMILES) is CCOC(C)=O.CCOC(C)=O.CCOC(C)=O.O=C1CCCO1.O=C1CCCO1.O=C1CCCO1.O=C1CCCO1.O=C1CCCO1.O=C1CCCO1. The calculated total energy comes out at -2762.1967 Ha.



# 2
The following is a quantum chemistry calculation of a molecular structure, C36H61ClNO6PSeV, from OMol25.

The geometry in XYZ format:
```
108
Properties=species:S:1:pos:R:3:lowdin_spin:R:1
V -0.162 0.172 -0.232 0.87
C -7.085 1.730 2.389 0.00
C -6.248 1.452 3.638 0.00
C -6.763 0.161 4.290 0.00
C -6.433 2.623 4.612 0.00
C -4.765 1.296 3.308 0.00
C -4.260 1.377 2.021 0.00
C -2.896 1.256 1.792 0.00
Se -2.323 1.460 -0.015 -0.01
C -1.498 3.180 0.048 0.00
C -2.245 4.343 0.119 0.00
C -1.599 5.566 0.140 0.00
C -0.203 5.534 0.075 0.00
C 0.576 4.386 -0.004 0.00
C -0.100 3.142 -0.019 0.00
O 0.511 1.973 -0.090 0.00
C 2.105 4.572 -0.048 0.00
C 2.554 5.305 1.225 0.00
C 2.914 3.274 -0.131 0.00
C 2.473 5.418 -1.277 0.00
C -2.332 6.904 0.229 0.00
C -1.913 7.636 1.511 0.00
C -3.850 6.717 0.260 0.00
C -1.979 7.772 -0.987 0.00
C -1.992 1.019 2.823 0.00
O -0.653 1.003 2.606 0.01
C -2.475 0.902 4.141 0.00
C -3.846 1.063 4.326 0.00
C -1.642 0.649 5.416 0.00
C -1.766 1.882 6.325 0.00
C -0.148 0.376 5.220 0.00
C -2.222 -0.578 6.143 0.00
H -8.130 1.861 2.675 0.00
H -6.760 2.641 1.883 0.00
H -7.035 0.902 1.678 0.00
H -7.827 0.252 4.520 0.00
H -6.627 -0.691 3.619 0.00
H -6.235 -0.056 5.220 0.00
H -7.491 2.745 4.859 0.00
H -5.888 2.463 5.544 0.00
H -6.074 3.555 4.169 0.00
H -4.909 1.554 1.174 0.00
H -3.325 4.273 0.159 0.00
H 0.318 6.485 0.090 0.00
H 2.316 4.712 2.110 0.00
H 3.635 5.468 1.201 0.00
H 2.070 6.278 1.331 0.00
H 2.743 2.638 0.736 0.00
H 2.664 2.695 -1.019 0.00
H 3.976 3.537 -0.166 0.00
H 2.009 6.405 -1.251 0.00
H 3.556 5.557 -1.325 0.00
H 2.150 4.919 -2.194 0.00
H -2.171 7.045 2.393 0.00
H -0.837 7.818 1.533 0.00
H -2.419 8.603 1.582 0.00
H -4.164 6.130 1.126 0.00
H -4.337 7.692 0.324 0.00
H -4.211 6.221 -0.644 0.00
H -0.913 8.001 -1.021 0.00
H -2.242 7.259 -1.915 0.00
H -2.525 8.719 -0.950 0.00
H -4.225 0.999 5.339 0.00
H -1.353 2.763 5.830 0.00
H -2.804 2.096 6.588 0.00
H -1.210 1.718 7.251 0.00
H 0.378 1.228 4.795 0.00
H 0.281 0.158 6.202 0.00
H 0.039 -0.475 4.568 0.00
H -3.253 -0.431 6.465 0.00
H -2.193 -1.457 5.494 0.00
H -1.625 -0.792 7.032 0.00
C 1.564 -3.283 -3.582 0.00
O 1.505 -1.943 -3.165 0.00
C 2.783 -1.422 -2.885 0.00
C 2.670 0.002 -2.395 0.00
O 2.154 0.125 -1.084 0.00
C 3.086 -0.223 -0.073 0.00
H 2.131 -3.391 -4.514 0.00
H 0.543 -3.623 -3.749 0.00
H 2.036 -3.919 -2.821 0.00
H 3.399 -1.416 -3.796 0.00
H 3.296 -2.054 -2.147 0.00
H 2.007 0.561 -3.053 0.00
H 3.665 0.461 -2.432 0.00
H 4.031 0.301 -0.242 0.00
H 3.262 -1.302 -0.047 0.00
H 2.664 0.081 0.883 0.00
Cl -0.737 0.532 -2.698 0.00
C -1.409 -0.793 -1.639 -0.02
H -0.984 -1.709 -2.040 0.00
H -2.485 -0.746 -1.766 0.00
O 0.749 -0.661 2.290 0.07
N -0.076 -0.013 1.642 0.07
C -1.207 -3.073 1.575 0.00
P 0.320 -3.069 0.630 0.00
C 0.145 -4.486 -0.468 0.00
C 1.653 -3.519 1.743 0.00
O 0.605 -1.845 -0.201 0.01
H -1.387 -4.082 1.953 0.00
H -2.028 -2.778 0.921 0.00
H -1.142 -2.377 2.407 0.00
H 0.007 -5.405 0.105 0.00
H 1.039 -4.576 -1.085 0.00
H -0.717 -4.333 -1.119 0.00
H 1.387 -4.426 2.289 0.00
H 1.826 -2.700 2.438 0.00
H 2.555 -3.707 1.159 0.00
```

The spin multiplicity is 2. The energy relative to the best compared isomer or geometry (same formula, charge and spin) is 2.238 eV. For the HOMO energy (spin up / spin down), the calculation gives -6.600 / -6.486 eV. The HOMO-LUMO gap (spin up / spin down) is 7.0 / 6.8 eV. Its strongest force on any atom is 0.61 eV/A. The calculated total energy comes out at -6061.4668 Ha.



# 3
The following is a quantum chemistry calculation of 9 unconnected molecules or ions with the total composition C36H61FN3O24, from OMol25.

The geometry in XYZ format:
```
125
Properties=species:S:1:pos:R:3:mulliken_charge:R:1
C 0.653 -2.105 4.633 -1.18
C 0.992 -1.213 3.439 -0.50
C 1.314 -2.007 2.178 0.10
F 1.247 -1.214 1.032 -0.41
C 0.466 -3.241 1.922 0.89
C 1.133 -4.420 1.581 -1.31
N 0.448 -5.531 1.346 0.45
N -0.867 -5.653 1.392 -0.87
C -1.531 -4.560 1.676 -0.65
C -0.923 -3.306 1.942 0.32
C -1.853 -2.179 2.200 1.04
C -1.779 -1.003 1.467 -0.68
C -2.739 -0.034 1.701 -0.90
C -3.721 -0.284 2.637 -0.44
C -3.697 -1.490 3.329 -0.96
N -2.788 -2.432 3.112 -0.47
H 1.409 -2.882 4.778 0.32
H -0.331 -2.568 4.555 0.23
H 0.662 -1.502 5.542 0.47
H 0.182 -0.513 3.229 0.23
H 1.868 -0.611 3.682 0.41
H 2.355 -2.342 2.261 0.67
H 2.211 -4.481 1.491 0.57
H 0.954 -6.383 1.119 0.28
H -2.610 -4.651 1.700 0.65
H -1.007 -0.854 0.725 0.78
H -2.728 0.894 1.145 0.73
H -4.493 0.444 2.845 0.61
H -4.466 -1.694 4.065 0.55
C 6.493 -8.383 0.103 -0.63
O 5.084 -8.167 0.287 -0.33
C 4.357 -8.343 -0.812 0.79
O 4.765 -8.639 -1.901 -0.53
O 3.071 -8.125 -0.501 -0.31
C 2.171 -8.280 -1.605 -0.55
H 6.944 -8.206 1.074 0.22
H 6.680 -9.405 -0.218 0.30
H 6.891 -7.687 -0.632 0.30
H 2.203 -9.292 -2.001 0.33
H 2.401 -7.568 -2.395 0.19
H 1.173 -8.081 -1.220 0.22
C -4.402 0.723 -4.340 -0.77
O -4.115 0.181 -3.043 -0.16
C -3.643 -1.061 -3.049 0.69
O -3.479 -1.765 -4.007 -0.57
O -3.345 -1.386 -1.784 -0.16
C -2.821 -2.700 -1.610 -0.41
H -4.762 1.732 -4.165 0.20
H -3.498 0.751 -4.943 0.35
H -5.165 0.131 -4.840 0.33
H -1.901 -2.835 -2.178 0.36
H -3.540 -3.465 -1.898 0.40
H -2.613 -2.772 -0.545 -0.18
C -2.647 -0.731 6.375 -0.36
O -2.132 0.209 7.317 -0.32
C -3.068 1.011 7.838 0.78
O -4.237 0.985 7.553 -0.54
O -2.485 1.826 8.706 -0.33
C -3.377 2.746 9.350 -0.63
H -1.794 -1.308 6.022 -0.04
H -3.367 -1.395 6.850 0.36
H -3.116 -0.209 5.546 0.25
H -4.135 2.208 9.915 0.30
H -3.854 3.391 8.615 0.29
H -2.756 3.333 10.019 0.22
C 0.509 -3.187 -6.291 -0.62
O 1.794 -3.804 -6.436 -0.33
C 2.127 -4.636 -5.458 0.80
O 1.453 -4.899 -4.491 -0.58
O 3.333 -5.135 -5.718 -0.32
C 3.787 -6.075 -4.744 -0.58
H 0.394 -2.548 -7.160 0.24
H -0.276 -3.940 -6.270 0.29
H 0.473 -2.591 -5.381 0.27
H 3.124 -6.938 -4.710 0.27
H 3.835 -5.606 -3.762 0.25
H 4.780 -6.392 -5.044 0.29
C -0.216 6.155 -5.169 -0.74
O -1.106 5.448 -4.295 -0.30
C -0.831 4.155 -4.169 0.73
O 0.066 3.560 -4.703 -0.56
O -1.716 3.619 -3.320 -0.11
C -1.506 2.229 -3.073 -0.57
H -0.547 7.189 -5.171 0.25
H 0.807 6.099 -4.803 0.36
H -0.262 5.756 -6.180 0.30
H -0.524 2.061 -2.632 0.40
H -1.589 1.656 -3.995 0.24
H -2.281 1.924 -2.376 0.04
C 4.393 -0.200 1.319 -0.57
O 5.267 0.525 0.460 -0.37
C 4.809 1.739 0.131 0.79
O 3.760 2.205 0.496 -0.56
O 5.699 2.321 -0.659 -0.33
C 5.338 3.639 -1.099 -0.61
H 4.876 -1.158 1.499 0.35
H 4.259 0.325 2.265 0.32
H 3.430 -0.354 0.839 0.16
H 5.221 4.305 -0.247 0.30
H 4.414 3.608 -1.672 0.27
H 6.157 3.970 -1.727 0.25
C -4.806 3.534 -1.159 -0.50
O -4.739 3.629 0.271 -0.24
C -4.820 4.879 0.738 0.70
O -4.938 5.869 0.070 -0.54
O -4.745 4.829 2.067 -0.30
C -4.825 6.111 2.706 -0.65
H -4.730 2.474 -1.386 0.10
H -5.753 3.926 -1.523 0.35
H -3.983 4.077 -1.620 0.26
H -5.774 6.591 2.478 0.30
H -4.005 6.749 2.385 0.30
H -4.752 5.912 3.770 0.21
C 1.001 6.373 -1.735 -0.47
O 1.491 7.441 -0.923 -0.35
C 2.687 7.899 -1.295 0.78
O 3.339 7.485 -2.218 -0.56
O 3.033 8.885 -0.472 -0.34
C 4.303 9.479 -0.763 -0.61
H 0.030 6.099 -1.332 0.26
H 0.886 6.698 -2.765 0.21
H 1.670 5.515 -1.690 0.25
H 4.302 9.914 -1.760 0.30
H 5.097 8.740 -0.688 0.28
H 4.440 10.255 -0.016 0.21
```

For the HOMO energy, the calculation gives -12.206 eV. As for the net charge: +1. The HOMO-LUMO gap is 7.3 eV. Its strongest force on any atom is 0.36 eV/A. The calculated total energy comes out at -3478.0531 Ha.



# 4
The following is a quantum chemistry calculation of a molecular structure, C36H62BiN10O3PSi, from OMol25.

The geometry in XYZ format:
```
114
Properties=species:S:1:pos:R:3:mulliken_charge:R:1
Bi -0.168 0.192 -0.178 3.20
C 0.074 2.856 -2.732 -1.26
C -1.272 2.743 -1.998 0.51
N -1.685 1.330 -1.832 -0.36
C -1.885 0.648 -3.133 -0.79
C -1.370 -0.790 -3.165 -1.26
N -0.136 -0.983 -2.392 -0.25
C 1.137 -0.656 -3.076 -0.23
C 1.261 0.800 -3.507 -1.13
N 0.971 1.745 -2.432 -0.29
H 0.528 3.807 -2.448 0.62
H -0.086 2.920 -3.811 0.33
H -2.037 3.302 -2.546 0.73
H -1.188 3.163 -0.999 -0.64
H -2.574 1.313 -1.338 -0.21
H -1.395 1.239 -3.901 0.60
H -2.947 0.639 -3.385 0.62
H -1.241 -1.098 -4.208 0.43
H -2.118 -1.445 -2.726 0.30
H -0.083 -1.959 -2.123 0.28
H 1.254 -1.292 -3.961 0.56
H 1.941 -0.895 -2.376 -0.24
H 0.595 1.000 -4.347 0.35
H 2.273 0.931 -3.903 0.60
H 1.811 2.048 -1.965 0.07
N 0.518 -2.298 0.428 -0.47
C 1.947 -2.556 0.165 0.85
C 2.450 -3.739 1.027 -1.15
C 3.885 -3.746 1.566 -0.29
C 4.965 -3.974 0.508 -1.29
N 5.407 -2.712 -0.075 -0.03
C 6.290 -1.905 0.487 0.77
N 7.089 -2.328 1.471 -0.35
N 6.409 -0.653 0.030 -0.42
C 2.641 -1.198 0.428 -0.11
O 2.276 -0.613 1.473 -0.74
O 3.475 -0.805 -0.420 -1.01
H 0.468 -2.104 1.427 -0.13
H -0.073 -3.114 0.287 0.20
H 2.065 -2.784 -0.897 0.57
H 2.287 -4.661 0.459 0.43
H 1.790 -3.818 1.895 0.26
H 3.939 -4.562 2.290 0.54
H 4.099 -2.829 2.121 0.17
H 4.582 -4.597 -0.300 0.47
H 5.833 -4.510 0.893 0.33
H 4.829 -2.297 -0.790 0.26
H 7.072 -3.279 1.789 0.16
H 7.780 -1.717 1.869 0.21
H 5.563 -0.249 -0.352 0.25
H 6.984 -0.008 0.547 0.25
C -5.968 -0.155 -2.208 -0.70
C -5.853 0.802 -1.212 -0.80
C -4.873 0.681 -0.233 -0.14
C -3.977 -0.393 -0.239 0.65
C -4.117 -1.349 -1.252 -0.65
C -5.102 -1.242 -2.222 -0.82
Si -2.613 -0.534 1.042 1.13
C -2.954 0.659 2.439 0.58
C -3.384 0.206 3.691 -0.57
C -3.710 1.100 4.700 -0.76
C -3.622 2.467 4.475 -0.80
C -3.213 2.937 3.234 -0.94
C -2.881 2.039 2.231 0.57
C -2.463 -2.260 1.752 0.82
C -3.228 -3.353 1.343 -0.70
C -3.080 -4.597 1.947 -0.69
C -2.170 -4.769 2.978 -0.86
C -1.415 -3.689 3.419 -0.54
C -1.565 -2.453 2.811 -0.51
H -6.741 -0.067 -2.961 0.42
H -6.539 1.640 -1.183 0.50
H -4.820 1.428 0.550 0.42
H -3.466 -2.217 -1.268 0.43
H -5.204 -2.008 -2.980 0.43
H -3.479 -0.856 3.884 0.41
H -4.044 0.729 5.660 0.47
H -3.884 3.164 5.261 0.46
H -3.154 4.002 3.049 0.41
H -2.547 2.422 1.274 0.04
H -3.971 -3.241 0.564 0.46
H -3.692 -5.428 1.620 0.46
H -2.063 -5.736 3.452 0.41
H -0.725 -3.807 4.245 0.53
H -0.990 -1.610 3.192 0.45
C 2.932 3.072 0.269 -0.97
N 2.383 2.983 1.613 0.64
C 3.275 2.339 2.572 -0.80
P 0.766 3.153 1.827 -1.15
O -0.066 2.368 0.829 -0.80
N 0.416 2.705 3.359 1.36
C 0.418 1.296 3.734 -1.10
C 0.365 3.631 4.480 -1.11
N 0.461 4.748 1.604 0.50
C -0.880 5.230 1.301 -0.81
C 1.395 5.808 1.969 -1.16
H 3.838 3.684 0.271 0.55
H 2.211 3.546 -0.400 0.22
H 3.189 2.074 -0.108 -0.04
H 4.246 2.837 2.531 0.38
H 3.394 1.277 2.348 0.01
H 2.889 2.452 3.583 0.23
H 0.767 0.671 2.909 0.18
H -0.581 0.982 4.041 0.03
H 1.110 1.131 4.565 0.54
H 0.174 4.644 4.134 0.30
H 1.295 3.623 5.058 0.24
H -0.455 3.344 5.141 0.33
H -1.518 4.406 0.992 -0.03
H -0.835 5.962 0.492 0.32
H -1.331 5.717 2.171 0.28
H 2.353 5.387 2.260 0.28
H 1.005 6.402 2.801 0.39
H 1.551 6.477 1.120 0.33
```

The energy relative to the best compared isomer or geometry (same formula, charge and spin) is 0.640 eV. For the HOMO energy, the calculation gives -12.024 eV. As for the net charge: +2. The HOMO-LUMO gap is 8.0 eV. Its strongest force on any atom is 0.60 eV/A. The calculated total energy comes out at -3027.4360 Ha.



> The lowest calculated total energy belongs to which entry?

C36H61ClNO6PSeV